C15H17NO3 in the gas phase at a distorted geometry. Source: the OMol25 dataset; level of theory: ωB97M-V/def2-TZVPD.

```
36
Properties=species:S:1:pos:R:3:forces:R:3:lowdin_charge:R:1
O -0.23076 -2.65437 0.73489 0.5980 0.0731 0.6543 0.0965
C 0.36306 -2.08735 1.63123 0.0589 -1.1129 -0.2204 -0.4095
O 1.07629 -2.69945 2.59045 -0.8133 -0.2336 -1.1136 0.1208
C 1.77401 -1.68794 3.38484 0.2070 1.8476 -0.1282 -0.4688
O 2.54717 -2.05086 4.24521 -0.8804 0.0704 -0.6946 0.0609
C 1.34218 -0.43830 2.84731 0.8272 0.0562 1.5326 -0.0786
C 0.44088 -0.56292 1.71890 -0.2907 -0.7532 2.1518 -0.2060
N 0.97146 -0.08119 0.39328 0.3880 0.3195 -1.5231 0.0166
C 2.46923 0.25997 0.43993 -0.4522 -0.3453 -0.3707 -0.0761
C 2.48352 1.76542 0.70464 0.6289 0.4216 0.0837 -0.1450
C 1.09094 2.32533 0.38451 -0.2251 0.1765 -0.1422 -0.1248
C 0.34500 1.16355 -0.25000 0.0445 -0.2266 0.0966 -0.2395
C -1.18404 1.21254 -0.21990 -0.1519 0.2183 -0.1675 -0.0969
C -1.80566 0.28387 -1.25298 -0.1120 0.0986 0.1456 -0.2306
C -2.00724 0.73136 -2.56629 0.0017 -0.3328 0.0998 -0.0519
C -2.51982 -0.14046 -3.52788 -0.0176 -0.2164 0.2152 -0.0830
C -2.82072 -1.46758 -3.17966 0.1286 0.0833 0.1718 -0.0832
C -2.62654 -1.91312 -1.86539 -0.0210 0.3318 -0.2666 -0.0617
C -2.14475 -1.02305 -0.90405 -0.0796 0.0149 -0.1361 -0.0479
H 1.54989 0.50020 3.35205 0.0199 -0.2562 -0.0069 0.0995
H -0.58387 -0.18357 1.90121 0.5387 0.0250 -0.6003 0.1514
H 0.77798 -0.84769 -0.26521 0.1470 0.0308 0.1277 0.1711
H 2.91466 -0.03347 -0.52395 -0.3829 0.2530 0.2218 0.1360
H 2.94938 -0.31641 1.23708 -0.3512 0.1035 -0.1514 0.1241
H 3.23779 2.23422 0.06348 -0.0756 -0.0701 0.1950 0.1152
H 2.75898 1.97475 1.74512 -0.0608 -0.1524 -0.2580 0.1138
H 1.13194 3.13133 -0.36194 0.0038 -0.1113 0.3498 0.1250
H 0.56969 2.72081 1.26822 0.1624 -0.2429 -0.1650 0.1278
H 0.67464 1.09078 -1.29779 -0.1639 -0.0345 0.2253 0.1630
H -1.45903 2.25459 -0.47037 0.1282 -0.3862 0.1717 0.1317
H -1.56524 1.01617 0.79863 0.1163 0.1498 -0.5493 0.1193
H -1.76676 1.76587 -2.82204 -0.0729 -0.2745 0.0017 0.1130
H -2.68702 0.21324 -4.54736 0.0466 -0.1457 0.3116 0.1033
H -3.20611 -2.15724 -3.93417 0.1210 0.2534 0.2281 0.1029
H -2.84199 -2.94370 -1.57686 0.0049 0.3309 -0.1613 0.1124
H -2.01910 -1.35535 0.12490 -0.0207 0.0365 -0.3293 0.0989
```
Forces are in eV/Å.

relative energy (zero: lowest compared OMol25 entry of this formula, charge and spin)	101.8	kJ/mol
SMILES	O=C1OC([O-])=C[C@H]1[N@@H+]1CCC[C@@H]1Cc1ccccc1
HOMO energy	-7.3	eV
LUMO	0.21	eV